C7H12N2O | the ωB97M-V functional and the def2-TZVPD basis

Geometry as XYZ:
```
22
Properties=species:S:1:pos:R:3:forces:R:3
N -1.116228 -2.296595 1.780406 -0.40 3.78 -1.02
C -1.226489 -1.235945 1.245560 2.89 -4.28 1.62
C -0.669559 -0.171729 0.397218 -1.08 0.69 -0.03
C -0.908728 -0.291130 -1.098352 0.10 -0.26 -0.15
C -1.684948 0.708026 -0.312621 -0.08 0.34 0.08
N 0.530929 0.397935 0.930499 -0.09 0.17 -0.07
C 1.749962 0.217042 0.194795 0.17 -0.26 -0.03
C 2.156420 1.140869 -0.931489 -0.05 -0.02 -0.28
C 2.863482 1.191137 0.401241 0.13 0.04 0.17
H -0.100745 0.060352 -1.737429 -0.17 -0.10 0.25
H -1.418970 -1.180693 -1.468904 0.17 0.27 0.18
H -2.742039 0.511993 -0.132208 0.36 0.06 0.03
H -1.395874 1.756673 -0.389597 -0.14 -0.27 -0.07
H 0.396710 1.355491 1.233890 0.04 -0.18 -0.01
H 2.033004 -0.832734 0.089025 -0.10 0.30 0.06
H 2.683998 0.715919 -1.787333 -0.15 0.17 0.25
H 1.478658 1.962619 -1.169826 0.21 -0.20 0.07
H 2.665184 2.053302 1.041469 0.06 -0.26 -0.17
H 3.879985 0.802899 0.470458 -0.32 0.15 -0.02
O -3.319954 -2.016483 0.530025 0.94 -2.26 2.00
H -3.184066 -2.114106 -0.417081 0.12 -0.67 0.10
H -2.670732 -2.734844 1.130255 -2.59 2.80 -2.94
```
Forces are in eV/Å.

Calculated values
Max |F|   5.4 eV/Å
SMILES   N#CC1(NC2CC2)CC1.O
ΔE to the lowest compared entry with this formula, charge and spin   379.6 kJ/mol



C8H14O2 | the ωB97M-V functional and the def2-TZVPD basis

Geometry as XYZ:
```
24
Properties=species:S:1:pos:R:3:forces:R:3
C 0.477768 1.663178 -0.476421 0.14 0.46 1.05
C -0.781198 1.726013 0.275528 2.11 -1.19 -0.57
C 1.495750 0.870692 -0.103181 0.50 0.17 -1.46
C -1.500693 0.668898 0.491527 -3.63 -1.62 -1.33
C 2.545343 -1.111593 1.024876 1.14 0.81 -3.51
C -2.187148 -0.695144 -1.633130 -0.92 0.09 -0.27
C 1.565280 0.031801 1.128927 3.29 2.66 0.07
C -1.564513 -0.667919 -0.243531 -0.52 1.54 -0.04
O 2.710664 0.859395 -0.818181 -1.11 -0.69 1.80
O -2.709169 0.775778 1.182075 0.32 -0.47 0.25
H 0.607035 2.542076 -1.083681 0.50 -0.13 -0.86
H -1.048631 2.534737 0.859984 -0.26 2.19 0.79
H 3.615664 -0.825227 0.808161 -1.15 0.03 0.77
H 2.310366 -1.650149 0.072588 -0.08 -0.14 0.88
H 2.456575 -1.728376 1.844327 0.05 -1.52 1.73
H -1.380158 -0.290283 -2.240511 -0.64 0.34 -0.75
H -3.161135 -0.152471 -1.684468 0.93 -0.09 -0.18
H -2.405184 -1.737198 -1.994104 0.41 0.83 0.57
H 2.066821 0.885425 1.803573 -1.55 -2.04 -0.40
H 0.622453 -0.334960 1.391675 -1.26 0.01 0.93
H -0.622595 -1.031420 -0.457682 2.21 -0.99 0.39
H -2.112607 -1.286905 0.385138 -0.67 -1.44 1.30
H 2.616084 1.544596 -1.450367 0.09 1.02 -1.21
H -2.862238 1.680888 1.461032 0.11 0.19 0.06
```
Forces are in eV/Å.

Calculated values
Max |F|   4.2 eV/Å
SMILES   CC/C(O)=C\C=C(\O)CC
ΔE to the lowest compared entry with this formula, charge and spin   232.2 kJ/mol



C52H54FN5O7PS2Y | the ωB97M-V functional and the def2-TZVPD basis

Geometry as XYZ:
```
123
Properties=species:S:1:pos:R:3:forces:R:3
Y -1.777818 0.690848 0.169959 0.41 0.13 -0.62
C 2.012777 4.401765 5.428453 -0.09 0.17 -0.08
C 1.263938 5.251813 4.408364 0.34 0.18 0.74
N 0.943583 4.468729 3.220804 -0.53 -0.06 -0.24
C -0.302754 4.022636 3.066889 -0.16 -0.15 -0.19
C -0.689592 3.117460 2.103474 0.13 -0.25 -0.55
C -2.154392 2.914038 1.831212 -0.13 1.09 0.67
O -2.613996 1.739867 1.622284 -1.22 1.49 2.28
O -2.859191 3.929837 1.761678 0.20 -0.06 0.17
C 0.288242 2.550217 1.229031 0.31 0.56 0.57
O 0.059857 1.608678 0.396593 2.06 1.34 0.44
C 1.587712 3.174975 1.296893 0.14 0.10 0.18
C 2.559077 2.872494 0.329627 0.08 0.25 0.06
C 3.753545 3.533540 0.298178 -0.31 -0.23 0.05
F 4.613552 3.195209 -0.677596 0.05 0.02 0.09
C 4.103892 4.523512 1.255135 -0.74 -0.26 0.11
C 3.148039 4.776109 2.241739 0.17 0.03 0.02
C 1.901295 4.143544 2.281190 0.25 -0.52 -0.71
N 5.279381 5.237388 1.204899 0.32 0.26 -0.14
C 6.139376 5.204761 0.024487 0.01 -0.16 -0.31
C 7.245548 6.259591 0.139775 0.20 -0.67 -0.42
N 6.711673 7.454361 0.840412 -0.03 0.48 -0.25
C 6.400466 7.136880 2.267498 -0.25 -0.35 0.90
C 6.001366 5.656002 2.389906 0.13 0.01 0.12
H 2.230981 5.003457 6.304657 0.05 0.04 0.12
H 2.948895 4.021957 5.028207 0.11 -0.04 -0.04
H 1.403579 3.558269 5.740752 -0.05 -0.10 0.05
H 1.845047 6.130046 4.128018 -0.15 0.00 -0.07
H 0.329216 5.605419 4.844188 0.04 0.02 -0.18
H -1.043626 4.388807 3.764863 0.06 0.13 0.03
H 2.342889 2.122990 -0.416960 0.04 -0.02 -0.07
H 3.365770 5.535612 2.970933 0.03 0.10 0.10
H 5.520841 5.410888 -0.853825 0.16 -0.03 0.05
H 6.614820 4.226818 -0.120577 0.02 0.22 -0.02
H 7.591172 6.530000 -0.859703 -0.03 0.11 0.16
H 8.104918 5.886772 0.700436 -0.10 0.19 0.03
H 5.854962 7.755878 0.357519 0.24 0.02 0.16
H 7.379375 8.234319 0.788428 -0.20 -0.14 -0.01
H 5.599856 7.794234 2.609649 0.09 0.03 -0.19
H 7.281292 7.323330 2.884892 0.00 0.11 -0.22
H 5.408508 5.513359 3.291161 0.08 0.05 -0.06
H 6.900621 5.035889 2.500879 -0.11 0.05 0.09
C 0.083481 -5.912950 5.291715 0.02 -0.10 0.09
C 0.159272 -4.858333 4.242437 -0.06 0.24 -0.16
C 1.386240 -4.527950 3.663571 -0.06 0.06 -0.05
C 1.484243 -3.528598 2.715146 0.02 0.13 -0.07
C 0.334589 -2.848827 2.333248 -0.06 0.31 0.19
C -0.892182 -3.152460 2.892606 -0.05 0.32 -0.15
C -0.974848 -4.161243 3.835057 0.15 -0.04 0.05
S 0.494700 -1.479401 1.181770 0.23 -1.58 -0.17
O -0.953265 -0.990074 0.972565 1.33 -1.83 1.15
C 0.925280 -2.407056 -0.309517 0.07 0.13 0.15
C 2.205222 -2.114535 -0.819964 0.11 0.10 -0.01
C 2.684836 -2.792198 -1.904653 -0.05 0.01 0.08
C 1.896087 -3.767616 -2.553212 -0.22 0.01 0.18
C 2.365943 -4.480361 -3.676797 -0.06 -0.11 -0.22
C 1.570718 -5.401761 -4.303267 0.32 0.22 0.09
C 0.272667 -5.649703 -3.827962 -0.28 0.04 0.25
C -0.208303 -4.991440 -2.729769 -0.01 -0.20 -0.15
C 0.591377 -4.041799 -2.056495 0.30 0.15 0.04
C 0.127603 -3.365700 -0.893752 0.24 0.01 0.09
C -1.199709 -3.735399 -0.358598 -0.38 0.28 -0.12
C -1.371935 -4.925559 0.393714 -0.37 -0.13 0.04
C -0.294498 -5.786205 0.693419 -0.01 -0.12 0.01
C -0.507385 -6.940944 1.394076 0.16 0.18 -0.18
C -1.795041 -7.278681 1.838279 -0.29 0.12 0.04
C -2.856109 -6.451680 1.585532 0.10 -0.16 0.05
C -2.678296 -5.260745 0.850730 0.36 0.03 -0.12
C -3.761546 -4.405577 0.545072 -0.03 0.26 -0.14
C -3.582792 -3.273267 -0.200237 -0.30 -0.01 0.03
C -2.294934 -2.957918 -0.655118 0.71 -0.09 0.03
S -1.987291 -1.473528 -1.607997 -1.26 -1.69 -0.96
O -2.970099 -0.451296 -0.989498 -2.13 -1.91 -1.84
C -2.724701 -1.877973 -3.185781 0.56 0.22 -0.04
C -1.850729 -2.380539 -4.140029 0.05 0.09 0.14
C -2.324797 -2.685968 -5.399882 -0.15 0.00 0.02
C -3.664194 -2.476374 -5.731181 0.18 0.10 0.20
C -4.168588 -2.801216 -7.094017 -0.06 -0.14 -0.13
C -4.517817 -1.958856 -4.755928 0.07 -0.02 0.05
C -4.058179 -1.658068 -3.485662 -0.07 0.10 0.29
H 0.708676 -5.643040 6.141624 0.01 -0.01 0.08
H 0.456524 -6.861409 4.910619 0.01 -0.11 -0.01
H -0.934625 -6.050454 5.642010 -0.06 -0.06 0.05
H 2.274288 -5.054352 3.978860 0.13 -0.06 -0.01
H 2.439379 -3.277240 2.277667 0.17 -0.01 -0.02
H -1.770614 -2.599665 2.592120 -0.11 -0.02 0.00
H -1.932985 -4.394590 4.273200 -0.11 -0.05 0.05
H 2.808128 -1.368164 -0.323483 0.10 0.09 0.00
H 3.675357 -2.590305 -2.282498 0.12 0.05 -0.02
H 3.364364 -4.280619 -4.034214 0.12 0.00 -0.07
H 1.934180 -5.946440 -5.161533 0.07 -0.02 -0.05
H -0.344464 -6.377005 -4.329925 -0.10 -0.10 -0.06
H -1.203595 -5.192960 -2.362843 -0.09 -0.09 -0.03
H 0.694067 -5.529215 0.345250 0.14 -0.03 -0.01
H 0.313643 -7.610997 1.592891 0.13 -0.06 0.04
H -1.945194 -8.201621 2.375255 -0.04 -0.10 0.08
H -3.843549 -6.718757 1.930451 -0.13 0.00 0.02
H -4.746225 -4.666154 0.903958 -0.11 -0.02 0.01
H -4.409077 -2.622829 -0.444332 -0.14 0.00 0.03
H -0.810940 -2.520246 -3.885893 0.17 -0.06 -0.10
H -1.648039 -3.080617 -6.141158 0.09 -0.04 -0.11
H -3.387412 -2.693801 -7.842721 0.00 0.03 -0.05
H -5.017806 -2.178939 -7.364762 -0.03 0.01 -0.05
H -4.497471 -3.840139 -7.116427 -0.07 -0.07 -0.06
H -5.557609 -1.794929 -4.998655 -0.10 0.02 -0.01
H -4.715520 -1.247118 -2.733765 -0.14 0.00 0.05
N -4.920527 3.828904 0.196731 0.18 0.56 0.56
C -4.843545 2.627640 -0.652221 0.57 -0.41 -0.61
P -3.372944 2.904918 -1.797571 -0.01 -0.61 -0.30
O -3.276359 4.381231 -1.974160 -0.26 0.56 -0.03
O -2.134238 2.164603 -1.335585 -0.95 1.15 -1.04
C -3.839045 2.333830 -3.547608 0.12 -0.54 0.98
N -3.683802 3.560944 -4.355818 0.14 0.78 -0.23
H -5.816400 3.919407 0.687854 0.18 -0.05 -0.17
H -4.765223 4.655495 -0.400358 -0.12 -0.08 0.19
H -4.098731 3.852339 0.949154 -0.44 -0.10 -0.31
H -5.757477 2.536392 -1.244461 0.11 -0.01 0.05
H -4.722518 1.725337 -0.043627 -0.12 0.26 -0.04
H -4.861076 1.965405 -3.599855 0.00 0.04 -0.06
H -3.169048 1.542042 -3.880847 -0.04 0.09 -0.03
H -3.496324 4.305553 -3.595816 -0.14 0.02 -0.45
H -4.511671 3.805116 -4.908836 0.21 -0.06 0.11
H -2.874268 3.541944 -4.982697 -0.20 -0.09 0.06
```
Forces are in eV/Å.

Calculated values
Max |F|   3.4 eV/Å
Net charge   +4
ΔE to the lowest compared entry with this formula, charge and spin   114.4 kJ/mol



C19H30F6N6O6PPbS3Te | the ωB97M-V functional and the def2-TZVPD basis

Geometry as XYZ:
```
73
Properties=species:S:1:pos:R:3:forces:R:3
Pb -0.389207 1.247460 -0.286234 0.02 0.07 -0.06
F 6.135140 1.441992 1.629392 -0.07 0.02 0.14
C 4.969565 1.690330 2.192962 0.00 -0.12 -0.37
F 4.774028 2.993620 2.281561 -0.01 0.10 0.03
F 4.923325 1.135569 3.390856 -0.06 0.04 0.19
S 3.618827 0.924421 1.129796 0.40 -0.43 -0.09
O 2.416022 1.880638 1.212030 0.18 -0.11 0.79
O 3.308389 -0.343294 1.717788 0.05 0.17 -0.06
N 4.267764 1.002392 -0.239749 -0.26 0.21 -0.11
S 3.451585 1.258963 -1.601599 -0.25 0.16 -0.03
O 2.080930 0.819026 -1.491143 0.17 -0.03 -0.09
O 3.727774 2.547906 -2.133673 0.06 -0.13 -0.06
C 4.279148 -0.001470 -2.656789 -0.03 0.06 0.00
F 5.556127 0.294545 -2.814184 0.03 -0.02 -0.02
F 3.663192 -0.005203 -3.831243 0.03 -0.03 -0.06
F 4.161954 -1.197737 -2.090528 -0.01 -0.04 -0.02
O -0.901708 2.719572 -2.036179 -0.06 -0.07 -0.05
N -1.202775 2.275898 -3.251682 0.00 0.10 0.01
C -1.304526 3.209475 -4.226815 0.00 0.01 0.00
C -1.625083 2.866292 -5.508888 0.00 0.00 -0.04
C -1.850505 1.522091 -5.806450 0.00 -0.03 0.01
C -1.734736 0.587526 -4.807443 0.00 0.02 -0.04
C -1.398988 0.959447 -3.498610 -0.02 -0.12 0.08
S -1.252541 -0.239038 -2.252858 -0.12 -0.08 -0.23
H -1.111739 4.216007 -3.890982 0.01 -0.01 0.02
H -1.693521 3.637467 -6.261598 -0.01 -0.01 0.01
H -2.111892 1.216193 -6.810421 0.02 0.01 0.01
H -1.895462 -0.463680 -4.999371 0.00 0.02 0.00
N -2.857744 1.594231 0.483806 -0.12 -0.21 -0.30
H -2.988777 2.556720 0.779328 -0.02 -0.25 -0.20
H -3.031777 0.994357 1.284428 -0.03 0.01 -0.04
H -3.549950 1.384104 -0.227250 0.06 -0.11 -0.10
Te 1.505873 1.779456 3.120584 -0.07 0.10 -0.11
C -0.098321 2.947427 2.490133 0.00 0.02 0.16
C 0.060438 4.049945 1.656528 -0.02 0.14 0.07
C -1.053176 4.799765 1.311586 0.04 0.02 -0.04
C -2.303978 4.474722 1.825534 -0.01 0.10 0.15
C -2.452163 3.380688 2.667084 0.16 0.34 0.41
C -1.350757 2.596641 2.986543 0.04 0.09 0.03
H 1.037194 4.318351 1.274817 0.00 0.01 0.01
H -0.940189 5.656060 0.659269 -0.01 -0.04 -0.01
H -3.165307 5.078546 1.570228 0.01 0.01 0.00
H -3.425272 3.127779 3.067901 -0.01 0.02 0.02
H -1.471491 1.715839 3.606651 -0.01 -0.01 -0.02
C 0.118457 -2.595714 3.616399 0.02 -0.10 -0.08
N 0.206615 -3.112968 2.251867 0.12 0.03 0.14
C 1.439743 -3.843351 1.971038 -0.04 0.03 0.06
P -0.596585 -2.295273 1.071362 -0.20 -0.12 0.06
O -0.457933 -0.806726 1.185952 -0.13 0.25 -0.12
N -0.053945 -2.794292 -0.396208 0.14 -0.12 -0.12
C 1.202068 -2.269971 -0.934518 -0.06 -0.02 0.07
C -0.483001 -4.047449 -1.003990 0.06 0.14 -0.06
N -2.177476 -2.749953 1.242302 0.09 -0.04 -0.17
C -3.157646 -2.147421 0.344440 0.01 0.04 0.10
C -2.629646 -3.999962 1.834886 0.00 0.01 0.07
H 0.091261 -3.426199 4.324642 -0.01 0.00 0.01
H -0.786877 -2.004369 3.738849 -0.04 0.00 -0.01
H 0.977847 -1.963499 3.855323 0.03 0.04 -0.01
H 1.588392 -4.591076 2.750790 0.00 -0.01 0.01
H 2.315347 -3.185697 1.952329 -0.01 0.01 0.02
H 1.370084 -4.366222 1.021103 -0.01 0.01 -0.01
H 1.497901 -1.367613 -0.398452 -0.04 -0.12 -0.04
H 1.077128 -2.014573 -1.988172 -0.01 0.00 0.01
H 2.006536 -3.006765 -0.843622 0.00 -0.01 0.01
H -1.397998 -4.408512 -0.543447 -0.02 0.01 0.02
H 0.285004 -4.822328 -0.910106 -0.01 -0.02 0.01
H -0.673334 -3.888233 -2.067636 0.00 0.00 0.00
H -2.734013 -1.285249 -0.167828 0.00 -0.02 0.02
H -4.037935 -1.824516 0.907265 -0.01 -0.03 0.01
H -3.486416 -2.861990 -0.417089 0.02 0.00 -0.01
H -1.893648 -4.377936 2.538640 0.01 0.01 -0.03
H -2.820652 -4.770397 1.079180 -0.01 0.02 -0.01
H -3.564981 -3.822797 2.369577 0.01 0.00 0.02
```
Forces are in eV/Å.

Calculated values
Max |F|   0.8 eV/Å
Net charge   +1
ΔE to the lowest compared entry with this formula, charge and spin   168.3 kJ/mol